Entry from the Open Molecules 2025 dataset: 2 unconnected molecules or ions with the total composition C24H21Cl2NO3S at a distorted geometry (ωB97M-V with the def2-TZVPD basis set).

Structure (XYZ):
```
52
Properties=species:S:1:pos:R:3:forces:R:3:nbo_charge:R:1
Cl 5.44350 1.84763 -2.57570 0.3556 0.1654 -0.3371 0.014
C 4.32211 1.29196 -1.40568 -0.9449 -0.4931 1.0350 -0.046
C 3.76884 2.18761 -0.48288 -0.1864 -0.4037 0.0143 -0.238
C 2.83290 1.73269 0.45916 0.2777 -0.0092 -0.2886 -0.176
C 2.44943 0.39061 0.47881 0.3254 -0.2858 0.5031 -0.290
S 1.14428 -0.18109 1.63755 1.0475 -0.3536 0.1899 2.148
C 1.91830 -0.94883 2.96951 2.2470 1.8028 -2.9763 -0.943
Cl 1.16889 -1.68074 4.21184 -1.0262 -2.0027 1.1858 0.076
O 0.51414 1.05201 2.06161 -0.7303 0.1311 -0.1609 -0.974
O 0.39617 -1.14850 0.85858 -0.6017 0.2323 0.0872 -0.966
C 3.01433 -0.50480 -0.43052 0.3140 0.2377 -0.2650 -0.173
C 3.95575 -0.05939 -1.37264 -0.2776 0.1922 0.2998 -0.238
H 4.06113 3.23361 -0.50637 -0.0575 -0.1681 -0.0010 0.225
H 2.39789 2.44067 1.16039 0.0052 -0.2433 -0.0854 0.247
H 2.98925 -0.80729 3.04698 -0.2195 0.4419 0.1800 0.223
H 2.71846 -1.55198 -0.42702 -0.0096 0.2428 0.0722 0.244
H 4.39385 -0.75483 -2.08396 -0.0922 0.1330 0.1217 0.225
C -4.71738 2.50551 6.33529 -0.0576 -0.4897 -0.1374 -0.259
O -4.95613 1.12779 5.97781 0.5073 0.1266 0.0973 -0.485
C -3.89390 0.28175 5.91452 0.4131 -0.0833 -0.0622 0.346
C -2.56948 0.66318 6.23006 -0.6818 -0.1269 -0.0244 -0.332
C -1.55467 -0.27666 6.14095 -0.1744 -0.2800 0.1422 -0.081
C -1.79603 -1.59131 5.69807 -0.3970 0.5734 -0.0352 -0.181
C -0.69986 -2.54596 5.65925 -1.2045 0.0148 1.5495 0.066
C 0.09289 -2.76132 6.79904 0.1883 0.0059 -0.0990 -0.191
C 1.10938 -3.79704 6.92658 0.1886 0.1597 0.5149 -0.078
C 1.48788 -4.85306 6.11284 0.5112 -0.4857 0.1603 -0.165
C 2.51071 -5.70623 6.56246 -0.3612 0.2972 -0.2022 -0.215
C 3.14918 -5.49646 7.79806 -0.2922 0.4995 0.2144 -0.198
C 2.75987 -4.43966 8.63749 0.0844 -0.3707 -0.4181 -0.260
C 1.73333 -3.62203 8.18080 -0.2014 -0.0227 -0.2887 0.200
N 1.10902 -2.54474 8.82310 -0.9237 0.4184 -0.8773 -0.322
C 1.45422 -2.04259 10.13973 -0.0844 0.1753 0.2012 -0.408
C 0.12081 -2.04460 8.02153 0.7701 -0.6308 0.0974 0.107
C -3.13129 -1.94906 5.36180 0.6907 -0.0937 -0.0323 -0.138
C -4.16349 -1.04545 5.49415 0.0357 0.7373 0.2157 -0.262
H -5.70865 2.95745 6.29968 0.2183 0.0638 0.0506 0.208
H -4.29621 2.58949 7.34772 -0.1429 -0.0644 -0.2394 0.180
H -4.04845 2.99702 5.61362 -0.1919 -0.1867 0.1513 0.191
H -2.34673 1.68235 6.54886 -0.0341 -0.3735 -0.1401 0.228
H -0.54477 0.00116 6.43870 -0.1329 0.0385 -0.3965 0.212
H -0.73998 -3.33915 4.90830 0.2002 0.3746 0.1050 0.236
H 0.97717 -4.99795 5.16162 0.3205 -0.1081 0.1397 0.226
H 2.82072 -6.54746 5.93965 -0.0978 0.2859 0.1922 0.224
H 3.95198 -6.16488 8.10893 -0.2325 0.1906 -0.0728 0.223
H 3.22570 -4.24855 9.60079 0.0399 -0.2493 -0.2140 0.217
H 2.30664 -2.61328 10.51256 -0.1962 0.2066 0.0073 0.224
H 1.72084 -0.97977 10.08778 0.0257 -0.2836 -0.0317 0.221
H 0.61187 -2.15101 10.83440 0.1985 -0.0808 -0.1689 0.218
H -0.52009 -1.23126 8.34964 0.2458 -0.2392 -0.0111 0.235
H -3.34263 -2.97333 5.04330 0.0553 0.3547 0.0205 0.220
H -5.19658 -1.31229 5.27501 0.2865 0.0267 0.0169 0.235
```
Positions in Å, forces in eV/Å.

Charge ... 0
Largest force on an atom ... 4.14 eV/A
Relative energy (zero: lowest compared OMol25 entry of this formula, charge and spin) ... 5.2 kcal per mole
LUMO energy ... -0.075 hartree
HOMO-LUMO gap ... 3.48 eV
E_tot ... -68736.202 eV
HOMO ... -5.510 eV

---

Entry from the Open Molecules 2025 dataset: C22H21FO4S2 in the gas phase at a distorted geometry (ωB97M-V with the def2-TZVPD basis set).

Structure (XYZ):
```
50
Properties=species:S:1:pos:R:3:forces:R:3:nbo_charge:R:1
C 1.03729 2.65158 1.63236 0.7796 -0.3249 1.9582 -0.651
C 0.24515 2.27830 0.34247 2.2041 -1.6658 0.7928 -0.007
C 0.84883 3.00559 -0.78732 0.9759 1.0862 -2.1445 -0.669
C -1.18638 2.25651 0.57531 -3.3401 1.3959 1.0342 -0.102
C -2.06484 2.92554 -0.30422 0.8752 -0.5423 -0.6205 -0.135
C -3.43306 2.97543 -0.10620 -0.5965 -1.0300 1.4477 -0.238
C -4.02630 2.37676 1.03507 3.4409 0.2848 -0.1594 -0.194
C -3.15119 1.84561 2.02205 -0.2686 0.0954 -0.8178 -0.215
C -1.76987 1.81700 1.80895 0.6942 -0.8211 -0.3340 -0.179
C 0.62961 0.58411 0.12835 0.3807 -0.5275 0.6104 -0.012
F 0.29565 0.09506 1.34370 -0.2092 -1.3026 0.1005 -0.366
S 2.47024 0.20441 -0.06346 4.6058 -0.2279 -0.3151 1.987
O 2.80764 0.76115 -1.37058 -0.8428 0.8011 0.6715 -0.948
O 3.17071 0.63063 1.16824 -1.5991 -0.2661 -1.4775 -0.917
C 3.32333 -1.45787 -0.37661 -0.7503 0.4406 0.5773 -0.165
C 3.74125 -1.77640 -1.66136 -0.1868 -0.7688 0.8449 -0.192
C 4.44356 -2.98024 -1.83193 -0.2811 0.6961 -0.3276 -0.203
C 4.71940 -3.78689 -0.75033 0.1795 -0.9836 1.4618 -0.200
C 4.32513 -3.40326 0.56747 0.2148 0.1432 -1.3995 -0.210
C 3.65734 -2.20233 0.74355 -0.4267 -0.3604 -0.5888 -0.212
S 0.00247 -0.67110 -1.20834 0.1865 -5.4712 2.3990 2.098
O -0.11809 0.05872 -2.38368 -0.1873 2.1025 -2.7311 -0.907
O 0.74343 -1.99565 -1.22087 -0.6619 4.0369 0.3656 -0.912
C -1.57240 -1.30269 -0.67398 -1.2580 0.1849 -0.3628 -0.341
C -1.71929 -2.61903 -0.20374 -0.0197 0.2708 0.5554 -0.164
C -2.98210 -3.07624 0.20555 -0.0128 0.7398 -0.4787 -0.217
C -4.10942 -2.24444 0.04943 0.9582 -0.1959 0.0201 -0.201
C -3.94507 -0.98540 -0.53571 -1.3075 0.1813 -0.0780 -0.154
C -2.71647 -0.53317 -0.95789 1.2134 0.0210 0.4169 -0.203
H 0.39681 3.01624 2.51303 0.6260 -0.7317 -1.4900 0.227
H 1.56463 1.69823 1.93403 -0.4496 1.7559 0.3678 0.264
H 1.83546 3.45499 1.52888 -1.0550 -1.1692 -0.4216 0.234
H 0.17466 3.37723 -1.56754 0.0570 -0.4582 0.1379 0.217
H 1.45993 3.90312 -0.51817 -0.5764 -0.8741 0.1443 0.228
H 1.52786 2.26183 -1.23819 -0.1599 1.1696 -0.3673 0.277
H -1.64976 3.34095 -1.24009 -0.4348 -0.1906 0.7085 0.210
H -4.05807 3.41814 -0.84701 -0.3358 0.3392 -0.4180 0.215
H -5.05603 2.34695 1.18162 -1.6043 0.0746 0.1438 0.212
H -3.56104 1.40500 2.93733 0.1725 0.2392 -0.3507 0.219
H -1.10366 1.31472 2.56052 -0.9478 0.7860 -0.7277 0.231
H 3.47910 -1.17456 -2.50091 -0.1460 0.3409 -0.3088 0.251
H 4.71388 -3.26147 -2.85140 0.0726 -0.0299 0.3868 0.221
H 5.22797 -4.77184 -0.88763 -0.4564 1.0076 0.0786 0.219
H 4.49185 -4.02660 1.42821 0.2616 -0.2309 0.0231 0.219
H 3.30471 -1.87372 1.70176 0.0516 0.0308 0.3709 0.234
H -0.85691 -3.28334 -0.13682 -0.2048 0.3916 0.0929 0.253
H -3.05342 -4.07351 0.63173 -0.1452 0.1671 -0.1517 0.223
H -5.09378 -2.58911 0.35379 0.1666 0.1012 0.0005 0.221
H -4.81984 -0.32317 -0.67462 0.5228 -0.5631 0.0064 0.212
H -2.59091 0.40823 -1.49476 -0.1750 -0.1484 0.3534 0.242
```
Positions in Å, forces in eV/Å.

Charge ... 0
Largest force on an atom ... 5.98 eV/A
SMILES string ... CC(C)(c1ccccc1)C(F)(S(=O)(=O)c1ccccc1)S(=O)(=O)c1ccccc1
LUMO energy ... -0.008 hartree
HOMO-LUMO gap ... 9.07 eV
E_tot ... -55727.733 eV
HOMO ... -9.303 eV

---

Entry from the Open Molecules 2025 dataset: 2 unconnected molecules or ions with the total composition C2H6O5 at a distorted geometry (ωB97M-V with the def2-TZVPD basis set).

Structure (XYZ):
```
13
Properties=species:S:1:pos:R:3:forces:R:3:nbo_charge:R:1
C 2.35634 1.30560 -0.70747 -1.0283 -0.5574 0.3043 -0.259
O 1.58749 0.14411 -0.25852 0.8592 0.1957 -0.1738 -0.541
C 0.22076 0.35017 -0.13371 -0.3948 -0.0366 0.0628 0.240
O -0.29786 -0.93365 0.31747 -1.0993 0.8341 -0.0986 -0.287
O -1.79018 -0.75515 0.46726 2.3529 2.0539 -0.9273 -0.472
H 3.42085 0.97805 -0.75489 -0.9596 0.2773 0.0485 0.209
H 1.98062 1.60177 -1.72710 0.4858 -0.0288 0.9539 0.178
H 2.22173 2.12878 0.04932 0.2382 -0.5709 -0.8739 0.178
H 0.01432 1.14616 0.60113 -0.1682 -0.2960 0.0726 0.137
H -0.21721 0.64102 -1.10320 -0.1599 -0.2767 0.1431 0.137
H -2.07090 -1.61147 0.75938 0.5918 -0.7986 0.1538 0.453
O -3.14093 -2.73795 1.23890 -3.6450 0.4841 0.3518 -0.026
O -4.28503 -2.25743 1.25144 2.9272 -1.2803 -0.0172 0.054
```
Positions in Å, forces in eV/Å.

Charge ... 0
Largest force on an atom ... 3.69 eV/A
SMILES string ... COCOO.O=O
Relative energy (zero: lowest compared OMol25 entry of this formula, charge and spin) ... 190.5 kcal per mole
LUMO energy (spin up / spin down) ... -0.080 / -0.082 hartree
HOMO-LUMO gap (spin up / spin down) ... 7.56 / 7.50 eV
E_tot ... -12400.233 eV
HOMO (spin up / spin down) ... -9.745 / -9.743 eV

---

Entry from the Open Molecules 2025 dataset: C3H4O2 in the gas phase (ωB97M-V with the def2-TZVPD basis set).

Structure (XYZ):
```
9
Properties=species:S:1:pos:R:3:forces:R:3:nbo_charge:R:1
C 1.09651 -0.37320 0.23210 0.0529 0.0085 0.0850 -0.729
C -0.08575 0.55549 0.17930 0.1661 0.2891 0.1812 0.480
O -0.07759 1.67991 0.63010 -0.0505 -0.4236 -0.2322 -0.491
C -1.39691 0.07132 -0.45026 -0.1792 -0.4061 -0.1001 0.343
O -1.64326 -1.09040 -0.65386 0.1734 0.5338 0.0611 -0.474
H 1.64668 -0.16037 1.15112 -0.0281 -0.0890 -0.1139 0.245
H 1.76243 -0.14663 -0.60973 -0.1567 -0.0242 0.0728 0.248
H 0.81318 -1.42725 0.17482 -0.0463 0.2246 0.0035 0.246
H -2.11530 0.89113 -0.65359 0.0683 -0.1132 0.0426 0.132
```
Positions in Å, forces in eV/Å.

Charge ... 0
Largest force on an atom ... 0.56 eV/A
SMILES string ... CC(=O)C=O
Relative energy (zero: lowest compared OMol25 entry of this formula, charge and spin) ... 16.3 kcal per mole
LUMO energy ... -0.018 hartree
HOMO-LUMO gap ... 9.47 eV
E_tot ... -7269.979 eV
HOMO ... -9.950 eV

---

Entry from the Open Molecules 2025 dataset: C3H4N2O2 in the gas phase at a distorted geometry (ωB97M-V with the def2-TZVPD basis set).

Structure (XYZ):
```
11
Properties=species:S:1:pos:R:3:forces:R:3:nbo_charge:R:1
O -2.40829 0.60364 0.17572 0.4200 0.0057 -0.1178 -0.663
C -1.14666 0.15930 0.01073 0.6389 -0.0417 0.2367 0.696
N -0.12381 0.98657 0.32538 0.3348 0.0341 -0.0308 -0.624
C 0.99326 0.28811 0.19159 0.6317 0.1575 -0.3773 0.406
O 2.30569 0.76086 0.25779 -0.6580 1.0771 0.2727 -0.670
C 1.14129 -0.99933 -0.18416 -2.4250 -0.7779 -0.5173 -0.083
N -0.89822 -1.04711 -0.42472 0.7792 0.0986 0.7807 -0.693
H -2.35262 1.46221 0.62812 0.0670 -0.1675 -0.2700 0.505
H 2.51820 1.04968 -0.64399 0.0845 0.0061 0.3755 0.495
H 1.72263 -1.72738 0.40065 -0.9164 -0.1865 -0.5951 0.229
H -1.75148 -1.53656 -0.73713 1.0432 -0.2055 0.2429 0.401
```
Positions in Å, forces in eV/Å.

Charge ... 0
Largest force on an atom ... 2.60 eV/A
Relative energy (zero: lowest compared OMol25 entry of this formula, charge and spin) ... 107.5 kcal per mole
LUMO energy ... 0.012 hartree
HOMO-LUMO gap ... 9.27 eV
E_tot ... -10247.605 eV
HOMO ... -8.949 eV

---

Entry from the Open Molecules 2025 dataset: a molecular structure, C12H21N7OPdS at a distorted geometry (ωB97M-V with the def2-TZVPD basis set).

Structure (XYZ):
```
43
Properties=species:S:1:pos:R:3:forces:R:3:nbo_charge:R:1
Pd 0.53498 0.00119 0.52816 -1.0569 -0.4176 0.1884 1.161
C -2.17271 2.94424 -2.19509 -0.0726 -0.0037 0.0034 -0.428
N -2.85629 2.17678 -1.15127 -0.0273 0.0327 -0.0500 -0.370
C -4.31565 2.27973 -1.02882 0.0741 0.0325 -0.0081 -0.438
C -2.12871 1.38208 -0.36049 0.0155 -0.0547 0.0044 0.663
N -0.82257 1.28330 -0.44097 0.1429 -0.0381 -0.1371 -0.888
N -2.84569 0.65402 0.57023 0.0952 0.0161 0.0104 -0.599
C -2.39593 -0.17444 1.58070 -0.1278 0.0033 -0.0711 0.651
N -3.37047 -0.58459 2.41093 0.0584 -0.0695 0.0432 -0.773
N -1.16029 -0.53194 1.68926 0.1133 -0.2166 0.0592 -0.812
H -2.91002 3.52700 -2.73533 0.0076 0.0015 -0.0084 0.248
H -1.67722 2.28328 -2.90866 -0.0006 -0.0090 0.0053 0.219
H -1.45009 3.63882 -1.76383 -0.0030 0.0147 0.0135 0.217
H -4.67076 3.00810 -1.74858 0.0039 -0.0020 -0.0116 0.256
H -4.61018 2.63729 -0.04050 0.0198 -0.0024 0.0177 0.219
H -4.80648 1.33122 -1.25651 0.0034 -0.0159 -0.0075 0.218
H -0.44577 1.88427 -1.15977 -0.0618 0.0392 0.0032 0.394
H -3.84456 0.75707 0.51988 -0.0251 0.0018 -0.0119 0.427
H -4.29509 -0.19039 2.39907 -0.0030 0.0125 0.0066 0.420
H -3.16171 -1.22567 3.15775 -0.0131 0.0140 -0.0093 0.427
H -0.97952 -1.12621 2.48940 -0.0152 0.0641 0.0293 0.396
C 4.02470 1.21505 2.93755 0.0540 -0.2093 0.1471 -0.814
S 2.40160 1.15088 2.22269 0.0289 -0.1000 -0.0593 1.226
C 2.86240 1.52969 0.51561 0.2203 -0.0381 0.0890 -0.783
O 2.01381 -0.34505 2.14250 0.1431 0.5748 -0.1092 -0.969
H 4.61340 0.41011 2.49688 0.0638 0.0656 0.0431 0.260
H 3.91410 1.07634 4.01199 0.0533 -0.0045 -0.0291 0.274
H 4.45596 2.19592 2.73093 -0.0347 -0.0339 0.0105 0.267
H 2.92618 2.60680 0.37082 0.0325 0.0120 0.0224 0.272
H 2.06955 1.13757 -0.15110 0.3661 0.3347 -0.1013 0.176
H 3.79632 1.02825 0.26611 -0.0023 0.0174 -0.0389 0.264
N 2.17826 -3.06542 -4.83500 0.0004 0.0306 0.1386 -0.192
C 2.05380 -3.06830 -3.69334 -0.0390 -0.0547 0.0621 0.222
C 1.87034 -3.05840 -2.26355 0.0756 -0.0473 -0.2412 -0.159
C 2.04076 -4.20075 -1.48850 0.0273 -0.0975 -0.0369 -0.076
C 1.84646 -4.11338 -0.12100 0.0330 -0.0924 -0.0014 -0.224
C 1.48607 -2.90133 0.43119 0.0767 0.1630 -0.0293 0.076
N 1.31786 -1.80604 -0.32188 -0.1329 -0.0337 -0.0905 -0.483
C 1.50503 -1.87744 -1.64178 -0.0383 0.0178 0.1413 0.078
H 2.32189 -5.13562 -1.95605 -0.0020 0.0197 0.0174 0.264
H 1.97646 -4.97627 0.51662 -0.0049 0.0088 -0.0120 0.261
H 1.34878 -2.78049 1.49634 -0.0132 0.0119 0.0221 0.229
H 1.36100 -0.97729 -2.22257 -0.0351 0.0524 -0.0140 0.223
```
Positions in Å, forces in eV/Å.

Charge ... +2
Expectation value of S² ... 2.00
Largest force on an atom ... 1.15 eV/A
LUMO energy (spin up / spin down) ... -0.204 / -0.289 hartree
HOMO-LUMO gap (spin up / spin down) ... 9.97 / 7.84 eV
E_tot ... -39562.488 eV
2S+1 ... 3
HOMO (spin up / spin down) ... -15.532 / -15.705 eV